Below is a cluster of 2 separate species, C3H6O in total, with properties calculated with wB97M-V/def2-TZVPD.

```
10
Properties=species:S:1:pos:R:3:lowdin_charge:R:1
C 0.21885 -0.09322 -0.91050 -0.391
C 0.43604 -0.58326 0.45766 -0.206
C -0.00044 0.10245 1.48845 0.000
H -1.07784 1.18402 -1.85924 0.305
H -0.68511 -0.76496 -1.32141 0.147
H 1.16213 -0.34355 -1.44214 0.114
H 0.64517 -1.59080 0.57570 0.076
H -0.05402 -0.26272 2.51833 0.059
H -0.48820 1.09455 1.33667 0.074
O -0.15658 1.25750 -0.84352 -0.178
```

Summary:
Calculated total energy: -5252.08298 eV
Kohn-Sham gap: 9.39 eV
Multiplicity: 1
HOMO: -0.34904 Eh
ΔE to the lowest compared entry with this formula, charge and spin: 83.28 kcal per mole